No. 1
{
  "formula": "C9H34N2O7",
  "method": "ωB97M-V/def2-TZVPD",
  "elements": ["N", "H", "H", "H", "H", "C", "C", "C", "C", "C", "C", "N", "O", "C", "C", "C", "H", "H", "H", "H", "H", "H", "H", "H", "H", "H", "H", "H", "H", "H", "H", "H", "H", "H", "O", "H", "H", "O", "H", "H", "O", "H", "H", "O", "H", "H", "O", "H", "H", "O", "H", "H"],
  "coordinates": [[-0.132, -0.509, -1.882], [-0.472, -0.243, -0.969], [-0.419, -1.445, -2.130], [0.869, -0.434, -1.765], [-0.451, 0.210, -2.514], [-0.249, 2.172, 2.870], [0.449, 1.370, 1.697], [1.870, 0.989, 2.178], [1.942, -0.284, 3.015], [1.177, -1.507, 2.430], [-0.225, -1.202, 1.859], [-0.316, 0.132, 1.181], [-1.568, 0.500, 0.498], [-1.231, -1.298, 3.077], [-0.539, -2.326, 0.874], [0.701, 2.435, 0.488], [-0.832, 1.640, 3.621], [-1.045, 2.794, 2.461], [0.456, 2.869, 3.325], [2.369, 1.712, 2.824], [2.589, 0.872, 1.367], [1.544, 0.107, 3.951], [2.970, -0.495, 3.309], [1.113, -2.253, 3.221], [1.833, -1.803, 1.612], [-0.994, -2.165, 3.694], [-2.227, -1.310, 2.634], [-1.236, -0.439, 3.747], [-1.591, -2.408, 0.601], [-0.390, -3.320, 1.295], [0.087, -2.257, -0.015], [1.163, 3.329, 0.907], [-0.261, 2.850, 0.188], [1.317, 2.010, -0.304], [3.434, -1.237, -3.412], [2.924, -1.022, -2.631], [2.786, -1.290, -4.114], [-2.462, 2.931, -1.430], [-3.344, 3.099, -1.098], [-2.109, 2.260, -0.846], [2.247, -0.678, -0.680], [2.458, -1.403, -0.090], [2.411, 0.109, -0.160], [-1.048, -2.883, -2.866], [-1.614, -2.791, -3.632], [-0.777, -3.801, -2.876], [-0.970, 1.286, -3.797], [-0.458, 0.988, -4.549], [-1.357, 2.114, -4.084], [-3.581, 0.330, -4.220], [-4.065, 0.930, -4.788], [-2.743, 0.767, -4.069]],
  "lowdin_charge": [0.29, 0.06, 0.06, 0.07, 0.07, -0.04, -0.41, -0.18, -0.17, -0.13, -0.50, -0.18, -0.32, -0.03, -0.06, -0.02, 0.06, 0.07, 0.07, 0.11, 0.08, 0.11, 0.11, 0.11, 0.08, 0.07, 0.07, 0.06, 0.08, 0.08, 0.05, 0.07, 0.05, 0.06, -0.05, -0.02, 0.02, -0.07, 0.03, -0.02, -0.04, 0.06, 0.03, -0.03, 0.06, 0.06, -0.04, 0.08, 0.08, -0.05, 0.03, -0.03],
  "gap_ev": 5.17,
  "lumo_ev": -0.37,
  "total_charge": 0,
  "e_above_lowest_kcal_mol": 45.4
}


No. 2
{
  "formula": "C9H34N8O8",
  "method": "ωB97M-V/def2-TZVPD",
  "elements": ["N", "C", "N", "O", "H", "H", "H", "H", "N", "C", "N", "O", "H", "H", "H", "H", "N", "C", "N", "O", "H", "H", "H", "H", "N", "C", "N", "O", "H", "H", "H", "H", "C", "C", "O", "H", "H", "H", "H", "H", "H", "C", "O", "H", "H", "H", "H", "C", "O", "H", "H", "H", "H", "C", "O", "H", "H", "H", "H"],
  "coordinates": [[0.300, 0.430, -3.957], [0.381, -0.899, -3.970], [-0.562, -1.406, -4.638], [1.042, -1.628, -3.330], [-0.314, 0.906, -4.603], [0.956, 0.974, -3.415], [-1.162, -0.741, -5.104], [-0.453, -2.380, -4.885], [-2.821, -3.146, 0.326], [-3.902, -2.383, 0.215], [-3.519, -1.190, -0.208], [-5.060, -2.655, 0.531], [-1.931, -2.719, 0.115], [-2.852, -3.900, 0.998], [-3.884, -0.501, 0.433], [-2.576, -1.017, -0.526], [2.821, 2.825, 3.048], [2.704, 1.565, 3.338], [2.351, 1.447, 4.601], [2.610, 0.664, 2.472], [2.749, 3.425, 3.858], [3.070, 3.072, 2.101], [2.190, 2.288, 5.137], [2.318, 0.514, 4.987], [1.417, -4.168, -3.667], [0.199, -4.746, -3.732], [-0.440, -4.517, -2.642], [-0.132, -5.404, -4.656], [2.036, -4.330, -4.448], [1.768, -3.557, -2.944], [-0.137, -3.759, -2.047], [-1.373, -4.896, -2.569], [0.238, 3.111, 0.003], [-1.057, 3.427, 0.714], [-1.850, 4.344, -0.020], [0.963, 2.364, 0.326], [0.776, 4.005, -0.312], [0.063, 2.550, -0.914], [-0.754, 3.713, 1.721], [-1.672, 2.531, 0.629], [-2.509, 3.755, -0.395], [-2.938, 1.343, 3.842], [-3.666, 2.175, 2.991], [-2.294, 0.691, 3.253], [-2.350, 1.917, 4.558], [-3.574, 0.663, 4.409], [-4.161, 2.776, 3.552], [-0.035, -0.892, 0.697], [-0.547, -1.241, -0.566], [0.968, -1.260, 0.913], [0.042, 0.185, 0.851], [-0.700, -1.124, 1.528], [0.073, -0.938, -1.234], [4.879, 1.497, 0.391], [3.676, 0.826, -0.015], [5.386, 0.653, 0.859], [5.377, 1.845, -0.514], [4.656, 2.287, 1.108], [3.217, 0.629, 0.805]],
  "lowdin_charge": [0.17, -0.82, 0.19, 0.05, 0.11, 0.11, 0.12, 0.13, 0.16, -0.73, 0.14, 0.02, 0.06, 0.12, 0.11, 0.06, 0.18, -0.69, 0.16, 0.00, 0.12, 0.11, 0.11, 0.13, 0.13, -0.83, 0.18, 0.06, 0.11, 0.08, 0.10, 0.12, -0.10, -0.32, -0.06, 0.05, 0.08, 0.06, 0.11, 0.10, 0.08, -0.18, -0.11, 0.07, 0.08, 0.08, 0.08, -0.14, -0.14, 0.09, 0.06, 0.08, 0.07, -0.14, -0.17, 0.08, 0.08, 0.05, -0.01],
  "smiles": "NC(N)=O.NC(N)=O.NC(N)=O.NC(N)=O.CCO.CO.CO.CO",
  "gap_ev": 9.04,
  "lumo_ev": -0.01,
  "total_charge": 0,
  "e_above_lowest_kcal_mol": 83.9
}


No. 3
{
  "formula": "C9H34N8O8",
  "method": "ωB97M-V/def2-TZVPD",
  "elements": ["N", "C", "N", "O", "H", "H", "H", "H", "N", "C", "N", "O", "H", "H", "H", "H", "N", "C", "N", "O", "H", "H", "H", "H", "N", "C", "N", "O", "H", "H", "H", "H", "C", "C", "O", "H", "H", "H", "H", "H", "H", "C", "O", "H", "H", "H", "H", "C", "O", "H", "H", "H", "H", "C", "O", "H", "H", "H", "H"],
  "coordinates": [[-2.268, 0.680, 2.384], [-2.398, 1.628, 3.341], [-2.048, 1.322, 4.609], [-2.831, 2.760, 3.054], [-2.008, -0.259, 2.621], [-2.315, 0.969, 1.414], [-2.309, 2.024, 5.274], [-1.465, 0.522, 4.820], [-1.686, 3.884, -0.831], [-1.605, 2.561, -0.511], [-0.346, 2.055, -0.593], [-2.595, 1.872, -0.283], [-2.592, 4.318, -0.867], [-0.939, 4.488, -1.110], [-0.244, 1.077, -0.378], [0.472, 2.618, -0.700], [2.253, -1.084, 4.331], [0.901, -1.288, 4.331], [0.520, -2.432, 3.670], [0.142, -0.569, 4.970], [2.625, -0.320, 4.860], [2.811, -1.683, 3.757], [1.195, -3.111, 3.392], [-0.463, -2.550, 3.505], [-2.209, 0.596, -4.526], [-1.287, -0.256, -3.990], [-0.331, 0.357, -3.232], [-1.245, -1.455, -4.248], [-2.126, 1.590, -4.461], [-2.862, 0.211, -5.182], [0.382, -0.135, -2.718], [-0.251, 1.356, -3.219], [4.143, -0.492, 0.429], [3.478, 0.844, 0.700], [3.840, 1.885, -0.255], [5.223, -0.363, 0.500], [3.862, -0.965, -0.507], [3.850, -1.152, 1.250], [3.787, 1.284, 1.654], [2.387, 0.852, 0.689], [3.014, 2.306, -0.486], [-4.296, -0.845, -1.774], [-4.473, -0.037, -0.624], [-4.096, -0.220, -2.648], [-3.471, -1.557, -1.649], [-5.220, -1.403, -1.936], [-3.861, 0.723, -0.690], [-0.128, -1.218, 0.082], [0.888, -0.771, -0.845], [-0.924, -1.579, -0.577], [0.239, -2.083, 0.638], [-0.455, -0.435, 0.759], [1.234, -1.598, -1.231], [3.215, -2.225, -2.950], [2.113, -2.821, -2.271], [3.182, -1.136, -2.918], [4.131, -2.526, -2.441], [3.264, -2.442, -4.017], [2.194, -3.773, -2.365]],
  "lowdin_charge": [0.17, -0.68, 0.16, -0.02, 0.08, 0.05, 0.10, 0.05, 0.17, -0.62, 0.19, 0.01, 0.11, 0.09, 0.05, 0.10, 0.16, -0.64, 0.16, 0.02, 0.11, 0.08, 0.09, 0.10, 0.15, -0.68, 0.16, 0.01, 0.09, 0.10, 0.07, 0.08, -0.06, -0.29, -0.09, 0.08, 0.05, 0.06, 0.11, 0.09, 0.05, -0.17, -0.14, 0.06, 0.06, 0.07, 0.02, -0.10, -0.19, 0.09, 0.07, 0.05, 0.04, -0.14, -0.13, 0.08, 0.08, 0.08, 0.10],
  "smiles": "NC(N)=O.NC(N)=O.NC(N)=O.NC(N)=O.CCO.CO.CO.CO",
  "gap_ev": 8.74,
  "lumo_ev": 0.05,
  "total_charge": 0,
  "e_above_lowest_kcal_mol": 14.7
}


No. 4
{
  "formula": "C9H34O8",
  "method": "ωB97M-V/def2-TZVPD",
  "elements": ["C", "C", "O", "H", "H", "H", "H", "H", "H", "C", "C", "O", "H", "H", "H", "H", "H", "H", "C", "C", "O", "H", "H", "H", "H", "H", "H", "C", "O", "H", "H", "H", "H", "C", "O", "H", "H", "H", "H", "C", "O", "H", "H", "H", "H", "O", "H", "H", "O", "H", "H"],
  "coordinates": [[1.145, -1.625, 2.507], [0.318, -2.524, 1.547], [-0.655, -1.606, 0.964], [1.624, -2.205, 3.296], [0.487, -1.003, 3.114], [1.847, -0.907, 2.083], [-0.113, -3.362, 2.094], [0.905, -2.856, 0.690], [-1.352, -1.452, 1.607], [-1.844, 2.220, 0.812], [-3.316, 2.377, 1.254], [-3.526, 1.885, 2.515], [-1.234, 2.762, 1.535], [-1.738, 2.619, -0.196], [-1.653, 1.150, 0.723], [-4.003, 1.954, 0.521], [-3.571, 3.436, 1.278], [-4.419, 2.103, 2.793], [1.825, 2.701, 2.693], [2.378, 2.072, 1.413], [3.715, 1.735, 1.705], [2.467, 3.423, 3.197], [1.661, 1.934, 3.450], [0.929, 3.299, 2.527], [2.284, 2.788, 0.596], [1.828, 1.197, 1.067], [4.218, 1.679, 0.889], [-0.795, -3.808, -1.579], [-0.536, -5.156, -1.773], [-1.490, -3.387, -2.306], [-1.294, -3.707, -0.615], [0.138, -3.249, -1.643], [-1.372, -5.624, -1.717], [-2.610, 1.622, -2.715], [-2.239, 0.267, -2.903], [-3.129, 2.088, -3.553], [-3.262, 1.765, -1.854], [-1.734, 2.231, -2.492], [-1.705, -0.088, -2.189], [3.312, -1.193, -0.805], [2.224, -1.288, -1.696], [2.787, -0.941, 0.117], [3.818, -2.158, -0.761], [3.959, -0.345, -1.027], [2.516, -1.768, -2.474], [0.458, 0.413, -4.253], [0.491, 1.367, -4.189], [-0.149, 0.147, -3.563], [-0.055, -0.028, -1.061], [-0.269, -0.475, -0.243], [0.728, -0.477, -1.382]],
  "lowdin_charge": [-0.07, -0.22, -0.13, 0.07, 0.07, 0.05, 0.12, 0.10, 0.10, -0.05, -0.37, -0.06, 0.07, 0.06, 0.06, 0.10, 0.11, 0.09, -0.08, -0.32, -0.08, 0.07, 0.07, 0.06, 0.11, 0.08, 0.08, -0.18, -0.11, 0.08, 0.07, 0.07, 0.08, -0.16, -0.13, 0.08, 0.06, 0.07, 0.03, -0.11, -0.14, 0.06, 0.09, 0.08, 0.10, -0.05, 0.03, -0.01, -0.06, -0.02, -0.01],
  "smiles": "CCO.CCO.CCO.CO.CO.CO.O.O",
  "gap_ev": 10.39,
  "lumo_ev": 0.52,
  "total_charge": 0,
  "e_above_lowest_kcal_mol": 69.3
}


No. 5
{
  "formula": "C9H34O9",
  "method": "ωB97M-V/def2-TZVPD",
  "elements": ["C", "O", "H", "H", "H", "C", "O", "H", "H", "H", "C", "O", "H", "H", "H", "H", "C", "O", "H", "H", "H", "H", "C", "O", "H", "H", "H", "H", "C", "O", "H", "H", "H", "H", "C", "O", "H", "H", "H", "H", "C", "O", "H", "H", "H", "H", "C", "O", "H", "H", "H", "H"],
  "coordinates": [[-3.044, -1.895, -2.476], [-3.132, -1.058, -3.608], [-2.224, -2.613, -2.506], [-2.896, -1.318, -1.563], [-3.936, -2.480, -2.252], [0.039, 0.499, -0.155], [0.003, 1.196, -1.335], [0.666, -0.392, -0.167], [0.388, 1.168, 0.632], [-0.966, 0.195, 0.141], [-1.773, -2.677, 1.934], [-0.993, -3.888, 2.182], [-1.086, -1.843, 1.791], [-2.489, -2.826, 1.125], [-2.271, -2.374, 2.855], [-1.275, -4.643, 1.661], [2.323, 3.963, -0.174], [0.906, 3.798, -0.392], [2.861, 4.243, -1.079], [2.386, 4.746, 0.582], [2.821, 3.054, 0.162], [0.785, 2.969, -0.861], [4.091, -0.092, 0.887], [4.825, 0.706, 1.836], [4.792, -0.382, 0.105], [3.655, -0.931, 1.429], [3.280, 0.433, 0.383], [4.294, 0.826, 2.627], [-0.975, 2.794, 2.988], [-1.546, 2.833, 4.293], [-0.450, 3.738, 2.843], [-0.186, 2.061, 2.817], [-1.755, 2.646, 2.242], [-2.329, 3.380, 4.198], [3.008, -0.271, -2.681], [2.610, 1.032, -2.299], [2.401, -1.043, -2.209], [2.929, -0.337, -3.766], [4.027, -0.439, -2.330], [1.708, 0.998, -1.972], [0.291, -3.761, -1.626], [1.667, -3.956, -1.952], [0.055, -2.703, -1.518], [-0.359, -4.118, -2.425], [-0.002, -4.274, -0.710], [2.022, -4.845, -1.881], [-4.018, 1.136, 0.633], [-4.252, 1.541, -0.669], [-3.493, 0.181, 0.657], [-3.414, 1.928, 1.076], [-4.944, 0.987, 1.186], [-5.026, 2.108, -0.658]],
  "lowdin_charge": [-0.46, -0.50, 0.00, 0.01, 0.00, -0.38, -0.37, 0.03, 0.03, 0.03, -0.12, -0.16, 0.07, 0.08, 0.06, 0.05, -0.17, -0.15, 0.06, 0.06, 0.06, 0.01, -0.14, -0.15, 0.07, 0.08, 0.06, 0.06, -0.15, -0.14, 0.07, 0.07, 0.06, 0.06, -0.18, -0.15, 0.07, 0.07, 0.05, 0.00, -0.15, -0.14, 0.08, 0.06, 0.06, 0.06, -0.19, -0.09, 0.07, 0.06, 0.07, 0.07],
  "gap_ev": 3.77,
  "lumo_ev": 4.49,
  "total_charge": -2,
  "e_above_lowest_kcal_mol": 22.4
}


Question: Number 5 is which compound?
Answer: C9H34O9